The following is a quantum chemistry calculation of a molecular structure, C22H47Ag2Br6Cl3O5, from the OMol25 dataset.

Geometry (Å):
1 Ag 8.4631 -10.4238 13.1679
2 Ag 6.5626 -7.9368 11.3715
3 O 5.9380 -12.2365 11.0169
4 H 6.7574 -12.7156 11.2535
5 H 5.9582 -11.9430 10.0839
6 H 5.8449 -11.4614 11.6778
7 C 4.0441 -9.4948 13.8271
8 C 5.3814 -10.1652 13.8142
9 C 5.2351 -11.6347 14.1981
10 O 5.9776 -9.9825 12.5283
11 H 3.5601 -9.4280 14.8074
12 H 3.2762 -10.0328 13.2660
13 H 4.1091 -8.4462 13.5361
14 H 5.9994 -9.5820 14.5092
15 H 4.6281 -12.1669 13.4593
16 H 4.6405 -11.7061 15.1090
17 H 6.2511 -12.0379 14.2762
18 C 4.7316 -8.1212 18.0132
19 Cl 5.0609 -7.5230 16.4194
20 Cl 3.5098 -9.4358 17.9386
21 Cl 4.0543 -6.8074 19.0424
22 H 5.5951 -8.4850 18.5554
23 C 7.8081 -11.4047 17.8361
24 C 8.9079 -12.3789 17.3249
25 C 9.3775 -11.8812 15.9635
26 O 8.4704 -10.8582 15.5603
27 C 7.7774 -10.3313 16.7189
28 H 7.9532 -10.9777 18.8206
29 H 6.8719 -11.9529 17.7418
30 H 8.5517 -13.4023 17.2203
31 H 9.7613 -12.4122 18.0011
32 H 9.5234 -12.7112 15.2658
33 H 10.3870 -11.4573 16.0238
34 H 6.7977 -9.9941 16.3873
35 H 8.3470 -9.4484 17.0220
36 C 7.8704 -4.3793 14.0958
37 C 6.3785 -4.4227 14.4091
38 C 5.8383 -5.0707 13.1272
39 O 6.8251 -6.0774 12.7711
40 C 8.0431 -5.7724 13.4902
41 H 8.5315 -4.1888 14.9426
42 H 8.0672 -3.4896 13.4912
43 H 5.9098 -3.4704 14.6386
44 H 6.3144 -5.1326 15.2353
45 H 5.8031 -4.3501 12.3113
46 H 4.8813 -5.5342 13.3576
47 H 8.9709 -5.8256 12.9177
48 H 8.1260 -6.5206 14.2840
49 C 0.5641 -12.6818 18.4323
50 C 1.6214 -12.5365 17.3609
51 C 0.9128 -11.8487 16.1804
52 O -0.3818 -12.4813 16.2839
53 C -0.7041 -12.9628 17.5675
54 H 0.4027 -11.7417 18.9541
55 H 0.9682 -13.5129 19.0088
56 H 2.1772 -13.4304 17.0818
57 H 2.3686 -11.8053 17.7042
58 H 1.3523 -12.1725 15.2396
59 H 0.8623 -10.7715 16.3373
60 H -0.9409 -14.0270 17.5705
61 H -1.5271 -12.3782 17.9822
62 Br 0.3990 -8.8536 13.9195
63 C -1.2599 -8.3554 14.7996
64 C -2.3506 -7.9594 13.8048
65 Br -1.8763 -6.3687 12.7908
66 H -1.0897 -7.5524 15.5098
67 H -1.6250 -9.2559 15.2913
68 H -3.2369 -7.7579 14.4032
69 H -2.5438 -8.7806 13.1205
70 Br 6.4934 -15.9867 16.5381
71 C 6.5835 -15.6461 14.5915
72 C 5.1529 -15.6312 14.0548
73 Br 5.1409 -15.9294 12.0936
74 H 7.1756 -16.4041 14.0849
75 H 7.0859 -14.6956 14.4273
76 H 4.7611 -14.6271 14.1778
77 H 4.5236 -16.4397 14.4018
78 Br -0.8317 -5.9843 9.3337
79 C 1.0569 -5.8911 9.8766
80 C 1.3962 -6.9695 10.8801
81 Br 3.3077 -6.9047 11.1472
82 H 1.2202 -4.9354 10.3699
83 H 1.6592 -5.9567 8.9772
84 H 1.0803 -7.9613 10.5623
85 H 0.9721 -6.8396 11.8689

## Properties
HOMO-LUMO gap (Ha): 0.189
HOMO (eV): -12.88
Net charge: +2